No. 1
Below is C8H16FeN2PS as an isolated structure in a non-equilibrium geometry, with properties calculated with ωB97M-V with the def2-TZVPD basis set.

Its charge is -1. As for the spin multiplicity: 5. The value obtained for the calculated total energy is -66043.628 eV. The gap between HOMO and LUMO (alpha / beta) is 3.560 / 6.057 eV.

The geometry in XYZ format:
```
29
Properties=species:S:1:pos:R:3:forces:R:3:mulliken_charge:R:1
C 0.379 0.136 -3.965 -0.16 -1.31 -0.21 -0.64
C -0.886 -0.562 -3.881 1.15 0.23 0.06 -0.24
C -0.686 -1.754 -3.139 1.38 0.14 0.11 -0.55
C 0.719 -1.829 -2.773 -0.67 0.18 -1.39 -0.72
C 1.386 -0.681 -3.332 -0.83 -0.33 0.07 -0.55
Fe 0.033 0.014 -1.761 -0.59 0.56 -0.24 -0.29
P -0.658 2.308 -1.494 -0.03 -0.55 -0.29 -0.07
H 0.565 1.007 -4.578 -0.01 0.09 0.17 0.49
H -1.791 -0.264 -4.395 -0.03 0.05 0.29 0.39
H -1.417 -2.532 -2.962 0.01 0.16 0.14 0.40
H 2.460 -0.497 -3.340 -0.36 -0.01 0.15 0.40
H 1.198 -2.677 -2.301 -0.09 0.18 0.13 0.48
H -1.615 2.578 -0.476 0.08 0.44 -0.22 0.02
H -1.173 3.048 -2.593 -0.27 0.41 0.29 0.06
H 0.354 3.219 -1.098 -0.31 -0.07 -0.07 0.05
C -1.483 0.595 3.579 -0.20 0.33 -1.24 -1.23
N -0.891 0.580 2.229 -0.81 -0.71 0.25 0.69
C 0.301 0.084 1.822 1.45 1.40 -0.62 -0.01
S 1.037 0.522 0.268 0.14 0.16 1.10 -0.60
N 1.070 -0.821 2.462 0.21 -1.53 0.61 0.36
C 1.325 -1.035 3.897 0.21 -0.24 -1.04 -1.47
H -0.911 0.061 4.319 -0.01 0.01 -0.22 0.12
H -2.482 0.160 3.557 0.02 -0.04 -0.01 0.39
H -1.579 1.634 3.894 -0.01 0.33 0.33 0.35
H -1.368 1.082 1.482 -0.02 -0.15 0.54 -0.04
H 1.868 -1.049 1.849 -0.73 0.07 0.76 0.16
H 1.316 -2.113 4.064 -0.03 0.08 0.28 0.36
H 2.325 -0.659 4.116 0.25 0.18 0.36 0.26
H 0.606 -0.556 4.549 0.26 -0.06 -0.09 0.44
```
Forces are in eV/Å.



No. 2
Below is C28H32F3I2N3O7S5 as an isolated structure in a non-equilibrium geometry, with properties calculated with ωB97M-V with the def2-TZVPD basis set.

The value obtained for the calculated total energy is -126856.864 eV. The gap between HOMO and LUMO is 7.039 eV.

The geometry in XYZ format:
```
80
Properties=species:S:1:pos:R:3:forces:R:3:mulliken_charge:R:1
C 2.248 -6.531 -1.580 0.43 0.01 0.56 -0.73
C 2.826 -5.568 -0.379 -0.37 -2.22 0.21 -0.01
O 2.841 -4.130 -0.709 -0.19 -2.39 -0.89 -0.28
N 2.378 -3.520 0.428 0.47 4.38 1.96 0.81
C 3.583 -3.112 1.247 3.41 0.83 3.24 -0.27
C 4.117 -4.133 2.459 2.61 4.05 -0.55 0.01
N 3.476 -5.460 2.803 -4.21 4.74 5.42 -0.34
C 2.584 -5.163 3.840 1.00 -3.56 -1.70 0.23
S 1.433 -5.374 5.094 4.04 1.08 -4.12 -0.12
C 5.457 -3.703 3.359 -0.66 1.79 -2.06 -0.35
C 6.321 -2.318 3.102 -3.35 0.05 -3.28 0.18
S 7.853 -1.810 4.083 -1.15 -0.68 -0.56 -0.24
C 5.786 -1.304 1.922 -1.81 -3.39 0.10 -0.08
S 6.659 0.338 1.487 -0.21 -2.21 -0.27 -0.23
C 4.453 -1.723 1.064 0.27 -2.23 1.87 0.37
S 3.836 -0.514 -0.265 -1.66 -1.40 1.56 -0.16
C 1.951 -0.822 -0.266 -3.12 -2.22 0.50 0.09
C 0.843 0.387 -0.595 -0.39 -3.12 1.02 0.68
S 1.512 2.107 -0.915 -0.16 -1.45 0.65 -0.19
C -0.767 0.081 -0.636 2.37 -4.04 0.78 -0.63
N -1.868 1.065 -0.961 3.83 0.58 -0.11 0.35
C -1.681 1.742 -2.301 -0.93 8.50 -1.93 0.57
O -1.842 3.088 -2.426 1.20 -10.05 0.88 -0.43
F -1.351 1.033 -3.586 -1.12 1.29 5.15 -0.22
C -2.138 2.042 0.162 -7.63 4.72 0.74 0.59
O -3.361 2.643 0.170 9.46 -4.43 0.16 -0.44
F -1.226 2.371 1.283 -2.41 -1.88 -4.20 -0.19
C -1.243 -1.482 -0.330 2.44 0.17 0.24 0.21
F -2.698 -1.825 -0.359 4.89 1.25 0.05 -0.34
C -0.155 -2.680 0.041 -0.38 2.16 -0.55 0.44
C -0.804 -4.172 0.333 -0.57 -1.70 -3.62 -0.80
I -1.181 -4.900 2.398 0.62 1.31 -1.57 0.11
C -1.207 -5.110 -0.761 1.66 3.39 1.87 -0.07
C -1.061 -4.763 -2.364 -1.22 0.29 0.14 -0.83
I -2.094 -7.065 -0.236 0.75 1.57 -0.91 0.05
C 1.480 -2.355 0.076 -3.27 2.94 -0.91 -0.44
H 2.639 -7.639 -1.378 -0.72 2.50 -0.49 0.34
H 2.643 -6.146 -2.616 -0.94 -0.87 1.96 0.25
H 1.081 -6.585 -1.512 2.26 0.31 -0.37 -0.04
H 2.097 -5.700 0.549 1.81 0.26 -1.95 0.18
H 3.924 -5.925 -0.109 -2.25 0.92 -0.47 0.22
H 5.804 -4.445 4.225 -0.88 1.81 -2.21 0.29
H 8.550 -0.768 3.445 -1.47 -1.07 -0.11 0.18
H 7.626 -0.006 0.489 -1.40 -0.10 1.27 0.21
H 2.709 2.188 -0.147 -1.54 -0.78 -0.67 0.18
H -2.169 -4.779 -2.807 2.39 -0.11 0.97 0.35
H -0.427 -5.554 -2.970 -1.23 1.68 1.53 0.31
H -0.682 -3.649 -2.546 -0.53 -2.56 0.66 0.22
C -6.104 1.606 0.521 -0.07 0.27 0.04 -0.78
O -7.493 1.897 0.631 -0.02 -0.59 0.02 -0.39
C -8.311 0.759 0.346 -0.13 0.46 0.42 -0.48
C -8.833 0.112 1.632 0.43 -0.30 -0.29 -0.47
O -7.767 -0.465 2.391 -0.16 0.48 0.01 -0.36
C -7.375 0.358 3.485 0.02 -0.22 -0.05 -0.74
H -5.544 2.430 0.971 -0.25 -0.11 -0.12 0.29
H -5.838 0.681 1.039 -0.05 -0.02 -0.02 0.32
H -5.828 1.530 -0.535 0.12 -0.04 0.03 0.37
H -7.767 0.031 -0.270 -0.02 0.03 0.18 0.31
H -9.163 1.119 -0.239 -0.04 -0.04 0.01 0.38
H -9.513 -0.704 1.365 0.00 0.03 -0.02 0.36
H -9.397 0.835 2.235 0.14 0.00 -0.11 0.31
H -8.124 0.292 4.280 0.02 0.10 0.06 0.33
H -7.247 1.400 3.187 -0.04 -0.01 -0.04 0.32
H -6.422 -0.013 3.869 -0.13 -0.06 -0.10 0.25
C 3.319 6.367 -0.538 -0.08 -0.19 -0.03 -0.84
O 2.266 5.771 -1.287 0.13 0.41 0.03 -0.24
C 1.232 6.707 -1.610 0.02 -0.39 -0.42 -0.51
C 1.348 7.187 -3.059 0.14 0.37 0.41 -0.49
O 2.532 7.966 -3.254 0.01 -0.51 0.01 -0.38
C 3.573 7.222 -3.878 -0.07 0.25 0.00 -0.67
H 4.166 5.676 -0.528 -0.15 -0.01 -0.03 0.26
H 3.647 7.314 -0.974 -0.06 -0.03 0.00 0.33
H 2.989 6.531 0.493 0.08 0.10 0.04 0.31
H 1.239 7.554 -0.912 0.09 -0.06 -0.16 0.32
H 0.280 6.182 -1.487 -0.01 0.03 -0.03 0.39
H 0.497 7.837 -3.284 0.01 -0.05 0.03 0.37
H 1.318 6.341 -3.758 0.05 0.04 0.17 0.31
H 3.347 7.098 -4.942 0.08 -0.11 -0.02 0.33
H 3.710 6.242 -3.416 -0.05 -0.01 0.01 0.26
H 4.504 7.785 -3.781 -0.17 0.04 0.00 0.25
```
Forces are in eV/Å.



Question: Among the records above, which one has the highest calculated total energy?
Answer: C8H16FeN2PS



Question: Among the records above, which one has the lowest calculated total energy?
Answer: C28H32F3I2N3O7S5